[1]
This record from the Open Molecules 2025 dataset describes C30H33ClN6O3STi as an isolated structure in a non-equilibrium geometry. The level of theory is ωB97M-V/def2-TZVPD.

XYZ file:
```
75
Properties=species:S:1:pos:R:3:forces:R:3
Ti -0.660 0.309 -0.356 0.4697 -1.4169 1.2507
O -0.125 -1.366 -1.115 0.4368 -1.6227 -0.6300
N 0.732 -2.148 -0.451 0.2206 -0.3028 0.3980
C 1.509 -3.000 -1.146 -0.0248 -0.0951 -0.2312
C 2.340 -3.875 -0.502 0.0189 -0.0032 0.1403
C 2.368 -3.877 0.894 -0.0433 0.0295 -0.0541
C 1.595 -2.973 1.586 0.0418 0.0056 -0.0618
C 0.778 -2.069 0.903 -0.0463 0.0063 -0.0924
S -0.137 -0.823 1.676 0.1223 -0.0748 0.3570
H 1.421 -2.931 -2.220 -0.0999 0.0343 0.0156
H 2.958 -4.547 -1.077 -0.0288 0.0075 -0.0429
H 3.000 -4.577 1.423 0.0022 0.0240 0.0244
H 1.606 -2.917 2.664 0.0169 -0.0223 0.0042
O 0.617 1.229 -1.115 1.8308 1.6906 -1.0933
C 1.333 2.207 -0.545 0.3299 0.7820 0.2553
C 2.699 2.313 -0.814 -0.1435 -0.1838 -0.1285
C 3.455 3.324 -0.258 -0.0519 -0.0283 -0.0309
C 2.863 4.265 0.579 0.0923 0.0997 0.0266
C 1.517 4.177 0.856 -0.1453 -0.1026 -0.0282
C 0.731 3.155 0.310 0.2573 -0.1763 -0.1718
C -0.678 3.040 0.642 -0.2925 -0.0201 0.2226
N -1.431 1.942 0.516 -0.6409 1.9258 0.8371
C -2.691 2.268 0.988 -0.0331 0.1450 0.0571
C -2.696 3.557 1.403 -0.1096 -0.0746 0.0546
N -1.430 4.031 1.175 0.1989 -0.0580 -0.0728
H 3.137 1.579 -1.479 0.0302 0.0193 0.0150
H 4.512 3.379 -0.480 -0.0001 0.0260 0.0151
H 3.457 5.056 1.016 -0.0145 -0.0067 0.0055
H 1.065 4.894 1.530 0.0516 0.0129 0.0258
H -3.500 1.561 1.013 0.0130 -0.0243 -0.0221
H -3.466 4.163 1.845 0.0004 -0.0111 -0.0353
H -1.111 4.966 1.359 0.0148 0.0220 -0.0307
C -6.836 -3.832 -4.988 0.0284 0.0495 0.0388
C -6.533 -2.363 -4.655 -0.0648 -0.0002 0.0206
C -7.852 -1.726 -4.190 0.1142 -0.0403 -0.0414
C -6.051 -1.650 -5.923 0.0054 -0.0596 0.0506
C -5.464 -2.307 -3.509 0.1961 0.2626 -0.1637
O -5.898 -3.081 -2.410 0.0775 -0.0940 0.0969
C -4.066 -2.717 -4.048 0.0271 -0.1555 0.2136
C -3.037 -3.360 -3.092 -0.1287 0.0493 -0.0471
C -3.430 -4.706 -2.528 -0.0539 0.0618 -0.0456
C -3.543 -4.907 -1.156 -0.0242 -0.0063 -0.0254
C -3.937 -6.131 -0.640 -0.0128 -0.0510 0.0522
C -4.225 -7.175 -1.504 0.0432 0.1010 -0.0436
Cl -4.748 -8.699 -0.872 0.0040 -0.0387 0.0254
C -4.096 -7.008 -2.874 -0.0179 -0.0544 -0.0262
C -3.695 -5.779 -3.375 -0.0071 0.0249 0.0199
C -5.413 -0.868 -2.946 -0.2653 -0.4885 -0.0487
N -4.333 -0.661 -1.996 0.2994 0.3908 -0.1432
C -3.173 -0.033 -2.197 -0.0814 -0.1673 0.0998
N -2.448 -0.101 -1.091 -2.1290 -0.5333 -0.7768
C -3.246 -0.798 -0.219 -0.2811 -0.0050 -0.3440
N -4.396 -1.130 -0.744 -0.0951 -0.2230 0.2633
H -7.459 -3.875 -5.882 -0.0110 -0.0179 0.0034
H -7.394 -4.307 -4.179 0.0096 -0.0254 -0.0175
H -5.940 -4.423 -5.184 -0.0144 -0.0010 -0.0158
H -8.643 -1.978 -4.897 -0.0096 0.0268 -0.0021
H -7.791 -0.636 -4.148 -0.0290 0.0027 0.0120
H -8.140 -2.109 -3.211 -0.0243 0.0316 0.0026
H -6.850 -1.658 -6.665 0.0065 0.0071 -0.0089
H -5.184 -2.142 -6.365 -0.0302 0.0411 -0.0345
H -5.799 -0.604 -5.736 0.0142 0.0110 -0.0451
H -5.835 -4.018 -2.629 0.0518 -0.0005 0.0236
H -3.604 -1.825 -4.480 -0.0021 -0.0537 -0.1207
H -4.202 -3.416 -4.874 0.0070 0.0621 -0.0295
H -2.763 -2.694 -2.274 -0.0250 -0.0116 0.0332
H -2.131 -3.499 -3.689 0.0524 0.0682 0.0347
H -3.343 -4.089 -0.475 -0.0151 0.0502 -0.0101
H -4.031 -6.273 0.429 -0.0112 -0.0174 -0.0121
H -4.305 -7.836 -3.538 0.0016 0.0066 0.0057
H -3.579 -5.662 -4.447 -0.0266 -0.0031 0.0013
H -6.344 -0.679 -2.418 0.0467 0.1165 -0.0035
H -5.279 -0.154 -3.754 -0.0124 0.0892 0.0389
H -2.875 0.442 -3.116 -0.0636 -0.0221 -0.0357
H -2.954 -1.057 0.786 -0.0230 0.0097 0.0260
```
Positions in Å, forces in eV/Å.

electronic energy: -3425.0208 Ha
ΔE to the lowest compared entry with this formula, charge and spin: 0.853 eV
F_max: 0.053 Eh/bohr
expectation value of S²: 0.754
Kohn-Sham gap (alpha / beta): 7.62 / 8.48 eV
E_LUMO (alpha / beta): -2.337 / -2.318 eV
net charge: +1
HOMO (alpha / beta): -9.96 / -10.80 eV
spin multiplicity: 2

[2]
This record from the Open Molecules 2025 dataset describes C30H33F6N3O5Re as an isolated structure in a non-equilibrium geometry. The level of theory is ωB97M-V/def2-TZVPD.

XYZ file:
```
78
Properties=species:S:1:pos:R:3:forces:R:3
Re -0.434 0.382 1.769 0.0870 0.3624 0.5132
C 1.456 3.595 1.971 -0.0052 -0.0699 0.1415
C 0.824 2.811 2.942 0.0739 0.0820 0.0132
C -0.563 2.839 3.081 0.1399 0.1707 -0.1114
C -1.314 3.679 2.240 -0.0219 -0.0870 0.0323
C -0.687 4.438 1.276 0.0565 0.0259 -0.0341
C 0.706 4.397 1.140 -0.0682 0.0256 -0.0484
H 2.538 3.603 1.910 -0.0320 0.0221 0.0324
H 1.411 2.258 3.659 0.0137 -0.0451 -0.0174
H -1.031 2.351 3.927 -0.0293 -0.0292 -0.0318
H -2.385 3.748 2.373 -0.0040 -0.0253 -0.0247
H -1.270 5.098 0.647 0.0065 0.0001 0.0006
H 1.192 5.022 0.402 -0.0086 0.0114 0.0112
C -0.896 -2.657 1.722 -0.3540 0.2624 -0.2182
O -1.170 -1.245 1.836 0.1984 -0.9646 0.4087
H -0.093 -2.827 1.010 0.0399 0.0238 -0.0001
H -1.817 -3.132 1.389 0.0017 -0.0259 -0.0234
H -0.629 -3.012 2.711 -0.0620 -0.0167 -0.0478
C -0.911 -0.363 -6.353 -0.0623 0.0085 0.0363
O -1.327 -0.306 -4.979 0.0697 -0.0654 0.0168
C -1.836 -1.431 -4.422 -0.1073 0.0949 -0.1797
C -2.062 -2.628 -5.087 -0.0208 -0.0404 0.0547
C -2.564 -3.711 -4.379 -0.0023 -0.0023 -0.0403
C -2.834 -3.622 -3.019 -0.0025 0.0312 0.0332
C -2.633 -2.425 -2.355 0.0220 -0.0521 0.0158
C -2.158 -1.332 -3.064 -0.0119 0.3074 0.0751
N -1.841 -0.062 -2.479 0.0795 -0.2763 -0.0063
C -2.204 0.520 -1.379 -0.1727 0.0528 0.0282
C -3.332 0.228 -0.533 0.0838 -0.0181 -0.3075
C -4.551 -0.217 -1.080 0.0063 -0.0457 0.0301
C -5.691 -0.245 -0.311 0.0369 0.0159 -0.0104
C -5.634 0.168 1.021 0.0076 0.0209 0.0396
C -4.449 0.617 1.578 -0.1623 -0.1457 -0.0290
C -3.300 0.645 0.804 0.3391 0.2714 0.5049
O -2.161 1.081 1.406 -0.5928 0.0715 -0.6285
H -0.219 -1.190 -6.509 0.0210 0.0045 -0.0054
H -0.412 0.579 -6.554 -0.0158 0.0134 0.0082
H -1.779 -0.465 -7.003 0.0070 -0.0264 -0.0080
H -1.862 -2.719 -6.144 0.0166 -0.0081 0.0031
H -2.746 -4.640 -4.902 0.0114 0.0009 0.0044
H -3.205 -4.481 -2.479 -0.0088 0.0060 -0.0126
H -2.838 -2.351 -1.297 -0.0170 0.0419 0.0317
H -1.186 0.449 -3.066 0.0779 -0.0298 0.0439
H -1.614 1.397 -1.131 -0.0132 0.0198 0.0281
H -4.599 -0.494 -2.124 0.0082 -0.0145 -0.0172
H -6.629 -0.565 -0.743 0.0062 -0.0080 0.0040
H -6.529 0.146 1.629 0.0013 -0.0042 -0.0102
H -4.396 0.931 2.611 0.0061 0.0156 -0.0111
C 3.281 -0.062 3.756 0.0582 -0.0444 0.0151
C 1.998 -0.836 3.455 0.0986 0.4505 0.0761
O 1.255 -0.103 2.527 0.0348 -0.6434 -0.0531
C 2.385 -2.226 2.854 0.0582 0.0239 -0.0211
F 2.423 -2.137 1.510 0.0143 0.0163 -0.0164
F 3.589 -2.616 3.263 -0.0497 0.0073 0.0301
F 1.523 -3.197 3.167 0.0588 0.0027 0.0077
C 1.188 -1.002 4.756 0.0422 -0.0030 0.0769
F 1.780 -1.856 5.584 -0.0152 0.0180 0.0169
F 1.075 0.183 5.374 -0.0340 -0.0247 -0.0594
F -0.061 -1.432 4.511 0.0120 -0.0218 0.0065
H 3.911 -0.049 2.867 -0.0238 0.0041 -0.0021
H 3.843 -0.517 4.568 -0.0149 -0.0184 0.0020
H 3.030 0.958 4.032 -0.0031 -0.0078 0.0093
N 0.737 1.052 0.322 0.0499 0.3971 -0.4008
C 1.742 1.073 -0.275 0.0096 -0.1984 0.0419
N 2.841 1.096 -0.929 0.1506 0.1754 -0.0211
C 4.029 1.832 -0.415 -0.1819 -0.0818 -0.0353
C 5.152 0.830 -0.217 0.1068 -0.0002 -0.0342
O 5.397 0.112 -1.407 -0.0308 0.0507 -0.0160
C 4.282 -0.654 -1.806 0.0704 -0.0444 0.0173
C 3.103 0.250 -2.119 -0.1041 0.0793 0.0884
H 3.751 2.326 0.514 0.0448 -0.0204 -0.0250
H 4.301 2.580 -1.161 0.0048 -0.0017 -0.0091
H 4.908 0.139 0.601 -0.0181 0.0070 -0.0123
H 6.070 1.360 0.030 0.0116 -0.0296 0.0280
H 4.010 -1.371 -1.021 -0.0197 -0.0013 0.0002
H 4.575 -1.204 -2.698 0.0006 -0.0048 0.0057
H 2.204 -0.315 -2.358 0.0084 -0.0291 0.0208
H 3.341 0.923 -2.944 0.0170 -0.0194 -0.0248
```
Positions in Å, forces in eV/Å.

electronic energy: -2380.3403 Ha
ΔE to the lowest compared entry with this formula, charge and spin: 0.000 eV
F_max: 0.021 Eh/bohr
expectation value of S²: 0.775
Kohn-Sham gap (alpha / beta): 6.83 / 7.11 eV
E_LUMO (alpha / beta): -7.041 / -6.796 eV
net charge: +2
HOMO (alpha / beta): -13.87 / -13.91 eV
spin multiplicity: 2

[3]
This record from the Open Molecules 2025 dataset describes C30H33FeN7O4S2 as an isolated structure in a non-equilibrium geometry. The level of theory is ωB97M-V/def2-TZVPD.

XYZ file:
```
77
Properties=species:S:1:pos:R:3:forces:R:3
Fe 0.304 0.264 0.171 0.4711 0.4977 0.2989
C 1.810 0.512 -6.462 0.3279 -0.4381 0.3254
O 0.722 -0.333 -6.155 -0.6966 0.0969 -0.0048
C 0.199 -0.317 -4.919 -0.5090 -0.1898 -0.0628
C -0.835 -1.286 -4.779 0.5955 -0.5091 0.5983
C -1.447 -1.410 -3.555 0.9603 0.6730 -1.6832
C -1.089 -0.582 -2.460 -0.4312 -0.4256 -0.4618
C -1.918 -0.547 -1.325 -1.1608 1.0054 0.8187
C -3.371 -0.928 -1.435 0.2789 -0.3093 1.4176
O -1.616 0.014 -0.203 0.3809 -0.6968 -1.0175
C -0.031 0.331 -2.600 0.2537 0.7967 -0.1211
O 0.319 1.082 -1.570 0.3457 -0.2657 -0.0929
C 0.575 0.515 -3.860 0.6373 -0.1605 -0.8070
H 2.173 0.234 -7.452 -0.3482 0.2265 -0.0174
H 2.568 0.185 -5.762 0.7039 0.7060 0.2058
H 1.536 1.572 -6.390 0.2313 -0.2442 -0.0178
H -0.922 -2.031 -5.599 -0.3498 0.7917 0.6987
H -2.157 -2.185 -3.498 -0.7797 -0.6617 0.5676
H -3.893 -0.149 -1.974 -0.1047 0.2238 -0.2973
H -3.762 -0.965 -0.395 0.0457 -0.0794 -0.8327
H -3.527 -1.880 -1.926 -0.0221 -0.0961 -0.0750
H 1.406 1.221 -4.038 -0.6819 -0.3419 0.5367
S 1.529 -1.798 -0.316 0.4025 0.9277 0.6393
C 0.294 -2.729 -0.910 -0.6213 -0.1775 -0.5730
N -0.579 -3.284 -1.431 0.1525 -0.3265 0.3648
N -0.697 2.365 3.729 0.5658 -0.4297 -0.6065
C 0.572 1.871 4.073 -1.5426 -0.0236 -0.3130
C 1.084 1.410 2.917 -0.5187 0.3226 0.4762
N 0.218 1.598 1.884 -1.5916 0.6199 -0.2999
C -0.883 2.187 2.411 2.4444 -0.8903 -0.2738
H -1.452 2.626 4.318 -0.1882 0.4072 0.7098
H 0.899 1.694 5.071 0.0654 0.3825 0.4122
H 2.001 0.924 2.826 1.2429 -0.6207 -0.3972
H -1.717 2.474 1.820 -0.6266 0.1987 -0.0259
C 6.137 1.811 -2.132 0.3442 -0.1219 -0.0764
C 5.178 2.890 -2.567 0.0413 0.1497 0.6052
C 4.095 2.290 -3.419 -1.2206 -0.7667 -0.7768
C 4.646 3.691 -1.365 2.2589 0.2073 0.7266
N 3.804 2.898 -0.531 1.0112 0.1591 0.7689
C 2.618 2.422 -0.770 0.0291 -0.2297 -0.4090
N 2.377 1.505 0.122 -2.2609 -0.8149 0.0014
N 3.379 1.485 0.954 2.0240 0.1141 0.5130
N 4.301 2.313 0.559 -0.5072 -0.5881 0.6161
H 6.563 1.223 -2.934 -0.0318 0.0705 -0.4730
H 5.580 1.131 -1.542 -0.6824 -1.0059 0.6301
H 6.949 2.083 -1.483 0.4415 0.7368 0.1473
H 5.611 3.619 -3.220 0.7925 0.5787 -0.1073
H 3.761 1.243 -3.185 0.4403 0.9008 0.1157
H 4.453 2.290 -4.445 0.0744 -0.3422 -0.1791
H 3.198 2.915 -3.474 -0.0069 0.0420 0.1303
H 4.142 4.566 -1.684 -0.7568 0.8044 -0.3416
H 5.478 4.033 -0.667 -0.8549 -0.4345 -1.0853
H 2.071 2.757 -1.589 -1.1754 0.0364 -0.9007
O -0.634 -0.942 2.124 1.5130 -0.6433 -0.2443
S -1.985 -0.602 2.603 -2.5067 -0.0973 0.6282
C -3.096 -1.901 1.942 0.3641 0.0833 -0.0170
C -4.471 -1.871 2.131 -0.2746 1.2294 0.6863
C -5.327 -2.709 1.476 0.6515 -2.0851 -1.2267
C -4.731 -3.792 0.688 0.1172 2.5454 2.5803
C -3.355 -3.864 0.613 -0.0861 -0.1269 -0.9314
C -2.540 -2.841 1.133 1.0843 -0.6015 -0.2287
C -2.133 -1.004 4.385 0.7007 -0.1991 -1.5878
C -3.294 -0.661 5.043 -0.8790 1.7573 -1.3664
C -3.464 -0.975 6.363 2.2447 -1.4497 -1.1848
C -2.457 -1.731 6.981 -1.1990 0.5673 0.0425
C -1.270 -1.976 6.338 0.9366 -0.8159 0.3374
C -1.093 -1.661 4.986 -0.2297 -0.0098 1.2129
H -4.829 -1.127 2.828 -0.4716 0.0846 -0.1389
H -6.414 -2.638 1.581 0.5030 -0.0194 0.0585
H -5.335 -4.595 0.397 -0.8001 -0.8578 -0.8579
H -2.948 -4.704 0.040 0.2427 0.4645 0.3029
H -1.455 -2.766 0.942 -0.7648 -0.4779 0.1092
H -4.056 -0.063 4.466 0.7271 -0.7207 0.8749
H -4.370 -0.778 6.787 -2.1673 0.5113 1.4643
H -2.708 -2.174 7.930 0.4583 0.1623 0.4356
H -0.483 -2.484 6.921 -0.3773 0.1409 -0.6172
H -0.204 -1.958 4.467 0.3199 0.0724 -0.3275
```
Positions in Å, forces in eV/Å.

electronic energy: -3907.0522 Ha
ΔE to the lowest compared entry with this formula, charge and spin: 1.486 eV
F_max: 0.071 Eh/bohr
expectation value of S²: 8.762
Kohn-Sham gap (alpha / beta): 8.52 / 6.86 eV
E_LUMO (alpha / beta): -2.465 / -4.128 eV
net charge: +1
HOMO (alpha / beta): -10.99 / -10.99 eV
spin multiplicity: 6